Entry 1:
96
Properties=species:S:1:pos:R:3:forces:R:3:lowdin_charge:R:1 method="wB97M-V/def2-TZVPD" charge=0 orbital_gap_ev=10.0 mol_weight_g_mol=720.6 multiplicity=1
C 0.092 2.690 -0.976 -1.0120 0.3859 -0.8973 -0.02
O -0.039 2.360 -2.373 -1.7331 -0.3175 -0.5287 0.03
C -1.272 2.190 -2.924 -1.0967 1.5556 -0.4213 -0.43
O -2.398 2.437 -2.418 8.6078 -1.7559 -6.6394 -0.09
O -1.084 1.893 -4.225 0.5909 0.1747 0.6845 0.01
C -2.111 1.818 -5.218 -0.4153 -0.4100 0.0922 -0.04
H 0.069 1.808 -0.336 -0.2887 1.0306 -2.7715 0.05
H -0.701 3.336 -0.600 -0.3303 -0.1277 -0.3277 0.11
H 0.992 3.257 -0.739 -0.0509 -0.0912 -1.1569 0.07
H -1.746 2.277 -6.137 0.3272 -0.0584 0.2260 0.09
H -3.070 2.288 -5.001 0.2267 0.1894 0.6634 0.09
H -2.306 0.760 -5.399 0.0301 0.0014 -0.0925 0.09
C -1.788 -1.610 0.569 0.9980 0.0639 0.3256 -0.01
O -1.444 -0.247 0.825 4.0429 1.8712 -1.4313 -0.09
C -0.113 0.173 0.873 0.4719 -3.0044 1.9180 -0.38
O 0.843 -0.609 0.912 -4.7234 3.6706 -0.9182 0.01
O 0.006 1.510 1.120 -1.9567 -2.1504 2.5846 -0.07
C 1.300 2.097 1.254 1.0658 -0.8305 0.4189 -0.01
H -2.814 -1.657 0.203 -0.0521 0.4516 0.5336 0.13
H -1.676 -2.178 1.493 -0.1268 0.8486 -0.6320 0.08
H -1.174 -1.959 -0.262 0.2677 -0.0577 1.8077 0.06
H 1.179 3.162 1.452 -0.2666 -0.2338 0.0610 0.13
H 1.821 1.942 0.309 0.1313 0.0812 0.8794 0.06
H 1.867 1.600 2.042 -0.2858 0.5087 -0.0466 0.09
C 3.516 2.391 -1.367 -1.4088 2.1757 -0.9453 0.02
O 3.255 3.843 -1.356 1.6316 -0.0920 2.5436 0.03
C 2.491 4.346 -2.254 -1.4094 -0.0680 -3.5759 -0.63
O 2.058 3.690 -3.199 0.3265 1.5132 1.0383 0.10
O 2.307 5.694 -2.073 -0.8174 -0.3232 0.4682 -0.01
C 1.319 6.361 -2.910 -0.1209 -0.6576 -1.1538 -0.04
H 2.526 1.960 -1.220 0.3845 -0.4982 -0.4508 0.08
H 4.190 2.026 -0.592 -0.6894 2.5353 -0.2406 0.09
H 3.883 2.166 -2.369 -0.0977 -0.1728 0.1760 0.10
H 0.393 5.816 -3.094 0.3380 -0.8652 0.2509 0.09
H 1.762 6.519 -3.893 0.0508 0.0923 0.0546 0.09
H 0.904 7.305 -2.558 1.0944 0.0591 0.8858 0.09
C 1.727 -2.022 -0.708 2.4980 -0.0667 0.4637 -0.04
O 0.993 -2.857 0.195 -0.1854 -2.1393 1.4405 -0.11
C 1.614 -3.922 0.833 3.7190 0.6995 -2.3749 -0.50
O 2.805 -4.193 0.640 -2.7196 0.3029 0.7390 0.13
O 0.751 -4.558 1.600 2.6348 -0.4634 -1.9218 -0.11
C 1.064 -5.829 2.220 2.2197 -0.4368 -0.7614 0.01
H 1.140 -1.250 -1.205 -0.5783 -1.0019 -0.1300 0.11
H 2.372 -2.624 -1.348 -0.3872 -0.1201 -0.2851 0.12
H 2.399 -1.435 -0.082 -0.0630 -0.5784 -0.7995 0.05
H 0.317 -6.259 2.887 -0.4419 1.0179 -0.0620 0.11
H 1.990 -5.675 2.775 0.0091 -0.3649 -0.0662 0.11
H 1.184 -6.589 1.447 0.3523 0.1872 -0.1134 0.11
C -3.463 3.077 -0.797 -1.3724 2.4856 0.9707 -0.10
O -3.351 2.349 0.393 -0.7835 0.1294 2.0469 0.01
C -4.294 2.465 1.360 -1.9486 0.4811 -1.0549 -0.51
O -5.321 3.161 1.295 2.9516 -1.6468 0.4243 0.09
O -4.055 1.609 2.366 -0.6802 1.2190 0.6382 0.02
C -2.997 0.681 2.334 -0.5685 -1.2096 -0.5343 -0.04
H -4.103 3.958 -0.860 -1.0411 -0.3916 0.9455 0.11
H -3.583 2.392 -1.636 -2.4931 1.1987 2.3676 0.03
H -2.502 3.558 -0.978 -0.3924 -0.1660 0.8616 0.08
H -2.976 0.152 1.381 -1.0734 1.0320 0.7363 0.07
H -3.198 -0.111 3.056 -0.2613 0.3603 0.4689 0.11
H -1.978 1.033 2.496 -0.5218 0.7941 0.1733 0.10
C -0.882 -3.525 -1.853 1.4585 -1.0099 -0.4112 -0.04
O -2.064 -2.798 -1.778 -1.4687 0.7702 -0.9028 -0.02
C -2.033 -1.471 -1.918 -3.5662 0.6516 -1.3255 -0.56
O -1.110 -0.728 -2.027 0.6546 0.1518 -0.3236 0.19
O -3.390 -1.069 -1.929 1.8809 -3.4366 0.1378 0.00
C -3.763 0.226 -2.147 0.3988 2.4634 -0.2523 -0.07
H -0.425 -3.491 -2.842 -0.1025 0.2555 -0.1427 0.11
H -1.124 -4.571 -1.665 -0.2728 0.1009 0.0559 0.11
H -0.141 -3.226 -1.111 -0.6092 -0.0925 -0.4296 0.06
H -3.171 0.923 -1.553 -0.3803 -1.0517 0.3614 0.07
H -4.825 0.408 -1.984 0.0057 -0.6585 0.4641 0.12
H -3.591 0.610 -3.153 0.1586 -0.6446 -0.3842 0.09
C -1.057 -1.871 6.642 0.0905 0.4079 0.7223 -0.04
O -0.731 -2.031 5.280 0.6572 0.6567 -0.6807 0.02
C -1.270 -3.027 4.641 -1.6435 -2.7200 -0.9308 -0.57
O -1.956 -3.915 5.135 1.0232 1.1858 -0.6213 0.11
O -0.972 -2.934 3.318 0.4644 1.2544 0.5224 0.01
C -1.205 -3.981 2.395 -2.3179 -2.8938 1.9519 -0.08
H -0.668 -0.877 6.864 -0.3279 -0.0397 0.2041 0.10
H -0.534 -2.581 7.284 -0.0623 -0.2151 -0.2043 0.10
H -2.132 -1.950 6.803 0.1015 0.0734 -0.0068 0.10
H -0.449 -4.757 2.508 -2.6587 1.3991 1.1467 0.04
H -1.245 -3.658 1.355 0.2853 -0.1372 0.8264 0.09
H -2.096 -4.563 2.630 -0.9086 0.7521 0.1392 0.11
C 2.823 -0.639 1.978 0.8176 -0.4970 2.6972 -0.07
O 3.366 0.183 0.965 1.1927 -0.7331 -1.0210 -0.02
C 4.332 -0.379 0.198 0.9498 -4.6174 0.5927 -0.49
O 4.798 -1.570 0.291 -1.7973 5.4624 -0.2412 0.09
O 4.616 0.521 -0.745 1.4552 -3.7052 -0.1033 -0.12
C 5.636 0.197 -1.713 0.5885 0.2399 -0.2643 0.01
H 2.357 -1.578 1.682 0.8909 0.2138 -0.0512 0.09
H 2.019 -0.078 2.455 0.6818 -0.2016 0.0771 0.09
H 3.589 -0.817 2.734 0.2608 -0.1616 -0.1058 0.12
H 6.606 0.250 -1.217 -0.0340 0.0523 -0.1525 0.11
H 5.540 0.947 -2.497 0.1762 0.2299 0.3748 0.09
H 5.576 -0.746 -2.255 -0.6197 -0.3225 0.7259 0.11

Entry 2:
78
Properties=species:S:1:pos:R:3:forces:R:3:lowdin_charge:R:1 method="wB97M-V/def2-TZVPD" charge=0 orbital_gap_ev=9.8 mol_weight_g_mol=432.6 multiplicity=1
C 16.259 -7.166 4.264 -0.0354 -1.0293 0.3718 -0.17
C 15.285 -7.429 3.114 -1.4883 -0.7143 1.8796 -0.19
C 15.842 -6.573 2.092 0.6874 0.8982 -2.7425 -0.27
O 16.322 -5.410 2.719 0.1962 0.7918 0.9575 -0.13
C 16.750 -5.744 4.059 -0.4372 -0.2274 -0.5494 -0.18
H 17.132 -7.804 4.125 -0.0933 -0.3307 0.1786 0.11
H 15.826 -7.369 5.244 0.0932 0.0792 0.0044 0.11
H 14.281 -7.082 3.359 -0.0372 0.6194 0.3211 0.12
H 15.016 -8.461 2.888 0.9909 -0.2265 -0.2666 0.12
H 15.123 -6.285 1.325 -0.1687 0.2372 0.0807 0.13
H 16.673 -6.985 1.519 0.2329 -0.6341 0.0774 0.12
H 16.341 -5.021 4.765 -0.0536 0.0626 -0.1286 0.12
H 17.836 -5.769 4.147 0.1137 0.4725 -0.1813 0.11
C 28.167 0.309 3.984 -2.3219 -0.4715 0.1595 -0.23
C 28.604 1.718 3.998 0.8170 0.8445 -0.4392 -0.21
C 30.098 1.538 3.707 -1.4593 -1.0026 1.6419 -0.15
O 30.391 0.193 4.288 0.5700 1.2537 -0.3505 -0.17
C 29.170 -0.462 4.759 1.4311 1.1349 -1.5975 -0.18
H 28.186 -0.069 2.961 -0.3065 -0.0229 -0.0592 0.12
H 27.164 0.262 4.409 -0.2363 -0.4737 -0.2394 0.12
H 28.407 2.204 4.953 0.0512 0.0118 0.0358 0.12
H 28.162 2.298 3.188 -0.2514 0.1227 0.1924 0.11
H 30.610 2.328 4.255 0.7660 -0.3211 -0.4692 0.11
H 30.150 1.565 2.619 0.9846 -0.2362 0.0957 0.11
H 29.088 -0.349 5.840 -0.0158 -0.4811 -0.0002 0.12
H 29.232 -1.453 4.307 -0.0287 -0.3598 1.0303 0.12
C 15.111 -4.018 13.739 -2.1157 -0.1613 -0.9952 -0.21
C 16.316 -4.059 12.864 -0.4743 -1.1588 -1.3231 -0.18
C 17.184 -2.970 13.404 0.5130 0.0650 0.8583 -0.18
O 16.596 -2.551 14.637 0.2878 1.7292 0.0912 -0.12
C 15.565 -3.402 14.987 0.1440 -1.4876 1.3570 -0.26
H 14.598 -4.966 13.899 0.1623 -0.1114 -0.0925 0.12
H 14.374 -3.352 13.289 -0.1928 0.0659 -0.1070 0.12
H 16.033 -3.925 11.820 0.1295 0.0819 -0.0474 0.11
H 16.748 -5.057 12.928 0.4584 0.1307 0.0515 0.11
H 17.267 -2.070 12.795 0.2452 -0.2551 -0.1928 0.12
H 18.140 -3.438 13.639 0.4644 0.5809 -0.1556 0.12
H 14.707 -3.005 15.530 0.4186 0.8586 0.1079 0.13
H 15.997 -4.175 15.622 -0.0373 -0.3404 0.4443 0.12
C 21.503 -4.450 8.962 0.3416 0.4660 -1.5161 -0.17
C 22.212 -5.195 10.031 -0.3918 -0.1551 2.5375 -0.22
C 23.622 -5.323 9.549 -0.7623 -0.6538 -0.5383 -0.23
O 23.823 -4.141 8.807 0.6293 0.6170 -0.8469 -0.14
C 22.583 -3.430 8.535 0.2067 -0.6033 1.0322 -0.16
H 20.526 -4.034 9.207 0.1691 0.0228 0.1026 0.12
H 21.403 -5.148 8.131 -0.3933 0.0527 -0.2778 0.11
H 21.747 -6.140 10.313 0.0259 -0.1158 -0.2013 0.12
H 22.217 -4.599 10.943 -0.0950 0.1770 0.2242 0.12
H 23.626 -6.236 8.955 0.3906 0.0177 -0.8230 0.11
H 24.392 -5.512 10.297 -0.0482 0.6611 0.2138 0.12
H 22.531 -3.063 7.510 0.1546 -0.5318 -0.1649 0.11
H 22.603 -2.534 9.155 -0.2301 0.0476 0.2621 0.11
C 27.842 -3.361 16.320 0.3885 0.4264 1.7089 -0.19
C 27.303 -3.622 14.964 -1.5681 -0.9819 0.4798 -0.21
C 28.009 -2.670 14.079 0.7285 -0.3602 -0.1088 -0.17
O 29.357 -2.681 14.647 -0.9154 -0.1317 -3.1322 -0.12
C 29.182 -2.693 16.004 -0.0568 -0.2173 1.4795 -0.25
H 28.037 -4.292 16.851 -0.1539 -0.0184 0.0439 0.11
H 27.227 -2.770 16.999 -0.1218 0.2392 -0.2507 0.11
H 26.222 -3.481 14.956 -0.0724 -0.3290 -0.2993 0.12
H 27.583 -4.668 14.836 -0.3454 0.0330 -1.1087 0.12
H 27.531 -1.692 14.138 0.2504 0.3724 0.1228 0.12
H 27.944 -3.003 13.043 0.7706 0.1615 -0.0532 0.12
H 29.212 -1.644 16.300 0.3105 -0.1106 0.9377 0.12
H 29.901 -3.389 16.436 0.7832 0.9164 0.1773 0.12
C 17.533 -12.199 10.003 2.3780 -2.6009 -0.4593 -0.22
C 17.355 -10.970 10.797 -1.3114 0.9044 -0.7329 -0.17
C 15.911 -11.207 11.182 -0.4133 -0.2649 1.1248 -0.22
O 15.270 -12.029 10.215 -0.7066 0.4502 -0.8221 -0.13
C 16.240 -12.641 9.363 0.0622 1.0601 0.8743 -0.19
H 17.783 -12.996 10.704 0.2349 -0.1715 0.1241 0.12
H 18.314 -12.243 9.244 0.3133 0.4235 0.1345 0.12
H 17.410 -10.115 10.123 0.1178 0.3541 0.2344 0.11
H 17.928 -10.798 11.708 0.3980 -0.2705 -0.3791 0.12
H 15.424 -10.254 11.388 -0.6037 -0.1833 -0.3679 0.12
H 15.860 -11.818 12.083 0.2064 0.2904 0.5320 0.12
H 16.159 -12.285 8.336 -0.3160 -0.0069 -0.0823 0.11
H 16.183 -13.729 9.408 -0.3582 0.0184 -0.1813 0.12

| no. | total energy (eV) |
| --- | --- |
| 1 | -74791.940 |
| 2 | -37945.854 |